Computed, not measured: C4H6N2O2 in the gas phase at a distorted geometry, with the ωB97M-V functional and the def2-TZVPD basis.

Properties
Calculated total energy (eV): -11319.9045
ΔE to the lowest compared entry with this formula, charge and spin (kJ/mol): 109.7
LUMO (eV): 0.87
HOMO (Ha): -0.303
HOMO-LUMO gap (eV): 9.1
SMILES: Nc1coc(CO)n1

Structure (XYZ):
```
14
Properties=species:S:1:pos:R:3:forces:R:3:mulliken_charge:R:1
H 2.96833 0.83282 -0.85904 0.1 -0.2 0.1 0.268
C -0.62136 0.25905 -0.02087 0.3 0.3 -0.2 0.668
H -2.89611 -0.86364 -0.04899 0.0 -0.2 0.2 0.332
H 1.19101 -1.96027 1.29036 -0.1 -0.1 0.0 0.378
H 3.44966 -0.38837 0.21066 0.0 0.1 0.0 0.250
N 0.49506 0.68574 -0.51689 -0.3 0.2 -0.2 -0.622
C 1.45518 -0.18164 -0.05482 -0.6 -0.8 0.6 0.469
O -0.48752 -0.82904 0.75146 -0.7 0.2 0.1 -0.362
C -1.98752 0.84248 -0.19772 0.1 0.0 0.5 -0.375
H -2.31520 1.27299 0.76486 0.1 0.0 -0.2 0.202
C 0.84261 -1.11705 0.72796 1.0 0.2 -0.3 -0.484
N 2.76551 -0.07261 -0.45615 0.3 0.2 -0.3 -0.494
O -2.91608 -0.11424 -0.64396 -0.3 0.0 -0.4 -0.517
H -1.94359 1.63382 -0.94692 0.1 -0.1 0.1 0.285
```
Positions in Å, forces in eV/Å.